(1)
{"formula": "C31H55As3Cl2N7OV", "method": "the ωB97M-V functional and the def2-TZVPD basis", "s_squared": 1.188, "multiplicity": 2, "relative_energy_kj_mol": 69.4, "orbital_gap_ev": [6.25, 6.18], "e_tot_ha": -10243.59250, "total_charge": 3, "symbols": ["H", "O", "N", "H", "V", "H", "H", "H", "C", "H", "H", "H", "Cl", "H", "H", "H", "C", "H", "C", "C", "C", "C", "H", "H", "H", "C", "N", "C", "H", "H", "H", "H", "C", "H", "H", "C", "H", "As", "As", "H", "C", "C", "H", "C", "C", "H", "H", "As", "H", "C", "C", "H", "C", "H", "H", "H", "C", "H", "H", "C", "H", "N", "H", "H", "C", "H", "C", "H", "C", "H", "H", "H", "C", "H", "H", "N", "H", "N", "H", "C", "C", "C", "Cl", "N", "H", "H", "H", "C", "H", "H", "N", "H", "H", "C", "C", "H", "H", "C", "C", "H"], "coordinates": [[5.638881, -3.514802, -0.665790], [-1.600202, -2.790476, 2.106975], [-0.896056, 0.406844, 1.396580], [-3.077807, -4.137380, 1.467449], [0.218628, -0.512082, 0.120092], [3.383476, 3.337842, -1.618435], [-1.499641, -4.226566, 0.661495], [3.976871, 4.346606, 4.183022], [2.458011, 3.082981, 3.329549], [-1.060460, 3.845167, -4.078109], [5.557552, -3.502536, 1.101801], [-1.146432, -2.247215, -2.229503], [1.842468, 1.545968, -1.596674], [-1.463889, 3.448276, -0.431307], [2.115520, -3.900723, 3.197299], [-1.603864, 0.313380, -3.177682], [0.749589, 4.116521, 5.232752], [2.208261, -1.687933, 4.285757], [-1.998083, -4.080558, 1.620062], [3.276120, 2.443540, -2.216968], [1.916467, -1.165616, -3.521646], [1.133409, 2.653464, 3.363556], [-3.423541, -3.077895, -2.603098], [1.863976, -4.182105, -2.615551], [5.744608, -1.983496, 0.211820], [2.077871, 4.550703, 5.165912], [-1.465435, 1.740020, -1.647531], [0.976439, -3.613580, -2.350896], [0.090323, 4.530704, 5.984652], [-1.697790, -4.878403, 2.300047], [1.001915, -0.810882, -3.994702], [-3.246133, 3.854799, -2.098052], [5.053638, -6.498475, -0.075473], [-2.836706, 0.492884, 2.136135], [2.014030, -4.164040, 0.178571], [-1.365778, 1.369627, -3.063218], [-2.631313, 4.193159, -4.384242], [1.424297, -1.885117, 1.912269], [1.542925, -1.849208, -1.730254], [3.895803, -1.195581, -1.278951], [5.260984, -2.964815, 0.198242], [0.688979, 1.693393, 2.354815], [3.854225, -2.281483, 2.202674], [2.940952, 4.027990, 4.227913], [0.283240, 3.168926, 4.349865], [2.432164, 5.309860, 5.853091], [-5.228458, -2.438626, -0.991315], [3.685994, -5.571432, -1.111097], [-3.335676, 1.998075, -3.737760], [-1.936731, -1.972695, -1.550407], [2.215971, -6.811284, -0.743088], [0.812549, -4.389848, 2.089341], [-2.587005, -0.800332, 0.341248], [2.141816, -7.009621, 0.328292], [2.649440, -0.365356, -3.497005], [2.398262, -7.753521, -1.259351], [1.757806, -0.968874, 3.606339], [-0.737209, 2.813979, 4.390923], [-0.237561, 3.421519, -1.694036], [-3.899410, -1.232811, 0.185242], [-0.328759, 1.516496, -3.378566], [-0.549765, 1.317729, 2.375320], [3.105144, 2.673819, -3.259882], [-2.361004, 1.449949, -1.269207], [-2.288330, 2.168147, -3.979037], [2.435901, -0.128723, 3.491223], [-2.166026, 0.089787, 1.386418], [5.215560, -7.475634, -0.530227], [2.817406, 1.692841, 1.436779], [-2.058192, -2.638034, 2.941365], [1.268686, -6.407537, -1.101936], [0.436440, -3.470444, 3.554812], [-4.216471, -2.072594, -0.860372], [3.586179, -0.911927, 1.133779], [0.408817, -4.158662, -1.598617], [3.282832, 2.547042, 2.331646], [3.524437, 1.357548, 0.684012], [-2.016586, 3.637904, -3.788081], [4.245757, 2.848113, 2.288780], [3.303937, -1.952304, 1.319195], [3.731360, -2.830541, 0.125300], [-1.280912, 3.182746, -1.471308], [4.744577, 1.497932, -2.083656], [-1.591843, -1.182079, -0.508201], [3.350920, -4.651937, 1.220882], [4.740089, -6.641007, 0.960152], [-4.649396, -0.911881, 0.897916], [-3.212535, -2.436392, -1.758032], [0.823168, -0.620520, 4.042986], [-2.123058, 1.911510, -5.023535], [1.597450, 1.230105, 1.398405], [3.827001, -2.787015, -2.026897], [5.996374, -5.955040, -0.100828], [-2.200657, 4.029238, -2.345177], [3.410757, -2.172788, -1.229757], [-1.984126, 5.089237, -2.233343], [0.361874, -3.498616, -3.241691], [1.161688, -3.613020, 2.761096], [3.103171, -4.230911, 0.242991], [2.311960, -1.990794, -4.108746]], "forces_ev_per_a": [[0.0, 0.0, 0.0], [-0.2, -0.2, 0.1], [-0.7, 0.2, 0.9], [0.0, 0.0, 0.0], [1.2, 0.2, -0.6], [-0.1, 0.1, 0.0], [0.0, 0.0, 0.0], [-0.1, 0.0, 0.0], [-0.1, 0.1, 0.0], [0.1, 0.1, -0.1], [0.0, 0.0, 0.0], [0.1, 0.0, 0.0], [0.2, 0.4, -0.5], [0.0, 0.0, 0.0], [0.1, 0.0, 0.0], [0.0, 0.0, 0.0], [0.0, 0.0, 0.1], [0.1, -0.1, 0.0], [0.0, 0.1, 0.0], [0.2, 0.0, 0.0], [-0.1, 0.1, 0.0], [0.1, -0.1, 0.0], [0.0, 0.0, 0.0], [0.1, 0.0, 0.0], [0.0, -0.1, 0.0], [0.0, 0.1, 0.1], [0.2, 0.2, -0.4], [-0.3, 0.0, 0.3], [0.0, 0.0, 0.0], [0.0, 0.0, 0.0], [0.0, 0.0, 0.0], [-0.1, 0.0, -0.1], [0.0, 0.0, 0.1], [0.0, 0.0, 0.0], [-0.1, -0.1, 0.0], [-0.1, 0.2, 0.2], [0.0, 0.0, -0.1], [0.5, -0.2, 0.5], [0.7, -0.4, -0.5], [0.0, 0.1, 0.0], [0.0, 0.1, 0.0], [-0.1, 0.0, 0.1], [0.0, 0.0, 0.1], [0.1, 0.0, -0.1], [0.0, 0.0, -0.1], [0.0, -0.1, 0.0], [0.1, 0.0, 0.0], [-0.1, 0.0, -0.1], [-0.1, 0.1, 0.0], [0.0, -0.1, -0.1], [0.0, -0.1, 0.1], [0.0, 0.0, 0.0], [0.3, 0.4, 0.5], [0.0, 0.0, 0.0], [0.0, 0.0, 0.0], [0.0, 0.0, 0.0], [-0.2, 0.1, 0.0], [0.0, 0.1, 0.0], [0.0, 0.0, 0.0], [-0.4, -0.2, -0.1], [0.0, 0.0, 0.0], [0.1, 0.0, 0.0], [-0.1, 0.0, -0.1], [0.0, -0.1, 0.1], [0.1, -0.2, 0.0], [0.0, 0.0, 0.0], [-0.3, 0.0, -0.3], [0.0, 0.0, 0.0], [0.1, -0.3, -0.2], [0.0, 0.0, 0.0], [0.0, 0.0, 0.0], [-0.1, 0.0, 0.0], [-0.2, 0.1, 0.2], [0.1, 0.0, 0.0], [0.0, 0.0, 0.0], [0.0, 0.2, 0.2], [0.0, 0.0, 0.0], [-0.2, -0.1, 0.1], [0.0, -0.1, -0.1], [-0.1, -0.1, -0.1], [-0.1, -0.2, 0.0], [-0.1, -0.2, 0.0], [0.0, -0.1, 0.1], [-0.3, 0.2, 0.1], [-0.1, 0.0, 0.0], [0.0, 0.0, 0.0], [0.0, 0.0, 0.0], [0.2, 0.0, -0.1], [0.0, 0.0, 0.0], [0.0, 0.1, -0.1], [-0.9, -0.3, -0.2], [0.0, 0.0, -0.1], [0.0, 0.0, 0.0], [0.1, 0.0, 0.2], [0.0, 0.0, 0.4], [0.0, 0.0, -0.1], [0.0, 0.0, 0.0], [-0.1, -0.1, -0.2], [0.3, 0.1, 0.0], [0.0, -0.1, 0.0]]}

---

(2)
{"formula": "C5H10O4S", "method": "the ωB97M-V functional and the def2-TZVPD basis", "smiles": "CC(=O)OCCS(C)(=O)=O", "relative_energy_kj_mol": 10.3, "orbital_gap_ev": 11.31, "e_tot_ha": -895.65554, "symbols": ["O", "O", "H", "O", "C", "H", "H", "H", "C", "C", "H", "H", "H", "C", "C", "H", "H", "S", "H", "O"], "coordinates": [[-2.522268, 1.354477, -0.440565], [-1.399699, -0.578197, -0.170934], [-4.653010, -0.154320, -0.063474], [3.528089, -1.177803, -0.156315], [2.772362, 1.086351, 0.925099], [0.921873, -1.634686, -0.739427], [3.783552, 1.532459, 0.831653], [-0.058013, 0.584426, -1.375653], [-3.742079, -0.714148, -0.102713], [-0.187341, 0.170931, -0.342974], [2.038811, 1.867932, 0.834291], [0.913354, -1.195003, 0.945573], [-3.778517, -1.440856, -0.888077], [0.952845, -0.809561, -0.074304], [-2.526428, 0.165268, -0.249728], [-3.721492, -1.200135, 0.833875], [-0.131567, 1.027161, 0.333575], [2.566132, -0.108924, -0.377689], [2.736727, 0.607294, 1.924212], [2.506660, 0.617338, -1.646424]], "forces_ev_per_a": [[0.1, -0.4, 0.2], [0.3, 0.5, -0.1], [-0.3, 0.6, -0.4], [-0.7, 0.8, -0.3], [1.0, -0.1, 0.7], [-0.1, -0.9, -0.7], [-0.6, -0.3, -0.2], [-0.5, -0.4, 0.8], [0.2, 0.8, -0.1], [0.9, 0.1, -0.8], [-0.3, 0.2, -0.1], [0.2, 0.0, 0.0], [0.0, -0.5, -0.4], [-0.3, 0.9, 0.6], [-0.5, 0.2, -0.3], [0.4, -0.9, 1.0], [-0.3, -0.2, 0.1], [0.5, 0.0, -0.5], [-0.2, 0.1, -0.7], [0.1, -0.8, 1.3]]}

---

(3)
{"formula": "C7H30BF4N14O8", "method": "the ωB97M-V functional and the def2-TZVPD basis", "relative_energy_kj_mol": 0.0, "orbital_gap_ev": 9.76, "e_tot_ha": -2078.20986, "total_charge": -1, "symbols": ["N", "N", "N", "H", "H", "H", "N", "H", "H", "H", "H", "H", "N", "H", "H", "H", "C", "H", "H", "H", "H", "N", "H", "H", "O", "O", "O", "H", "H", "H", "N", "F", "O", "C", "H", "H", "F", "B", "N", "C", "H", "C", "C", "N", "H", "C", "H", "C", "O", "F", "N", "O", "N", "H", "H", "N", "N", "H", "F", "H", "O", "H", "O", "N"], "coordinates": [[2.154859, -3.338915, 0.166638], [-1.683112, -4.410908, -3.998154], [-3.666189, -0.586020, 2.012851], [-1.202289, 3.459478, 0.132489], [-2.508075, 1.970895, -3.774229], [-0.172395, -3.469719, -0.310751], [0.256067, -4.354500, -0.561691], [0.545774, 0.103762, -5.622355], [1.159661, -0.600422, 1.658250], [-2.196498, -1.780984, -2.249432], [-3.020473, -0.832616, 1.283373], [3.146086, -3.390703, -0.012443], [1.742254, 3.519710, 4.184879], [-4.150947, 0.263161, 1.778670], [1.670498, -2.469933, -0.016237], [1.224655, 2.080551, 2.475141], [0.493894, 2.939623, 4.125453], [3.634146, 0.477921, 0.033860], [1.978697, 3.856537, 5.097865], [-0.432291, 2.111131, -0.621285], [2.981490, 0.505519, 1.618491], [0.083641, 0.424341, -4.793532], [4.775676, 3.236487, 2.830500], [1.515207, -1.529513, 2.825239], [0.444977, 5.181456, -0.623792], [1.673812, -0.648443, 2.473118], [-1.151138, 1.956291, -5.947263], [2.295559, 3.954889, -1.697503], [-1.308383, 1.006255, -2.931901], [2.213115, 3.620289, 3.306744], [0.389129, 2.128151, 3.026783], [0.967757, -0.718159, -0.334761], [-0.343728, 2.994621, 5.007041], [0.440680, 3.995822, -0.910517], [-1.303662, -3.946683, -4.801373], [1.505911, 2.434524, -1.692782], [-0.811186, 0.266348, 0.726065], [-0.425294, -0.562867, -0.335401], [3.591976, 0.926691, 0.928672], [-0.921112, 1.362187, -4.911067], [3.975688, 1.759344, 3.214011], [-3.902629, -1.259755, 3.182382], [4.370057, 2.005104, 1.207079], [-5.017698, -0.801335, 3.811878], [-1.837235, -2.011534, -3.949513], [1.553176, -4.522473, -0.188528], [-5.576551, -0.051145, 3.454310], [-2.130824, -3.731271, -2.897761], [5.024232, 2.579087, 0.349344], [-1.077612, -1.807465, -0.262409], [-1.632734, 1.485573, -3.761169], [-2.628280, -4.326769, -1.960046], [1.435030, 3.437467, -1.672074], [-5.308441, -1.206792, 4.680837], [-0.430875, 1.608923, 2.778035], [4.362366, 2.378053, 2.522753], [-2.089435, -2.374629, -3.050629], [-2.045946, -5.338961, -4.110618], [-0.861278, 0.060029, -1.518629], [-0.307277, -5.153251, -0.310739], [-3.271606, -2.246802, 3.495941], [0.206622, -0.097609, -3.943418], [2.081794, -5.621157, -0.153297], [-0.479292, 3.101115, -0.463393]], "forces_ev_per_a": [[0.9, -0.4, -0.1], [0.3, -0.4, -0.3], [-0.1, 1.1, -0.7], [0.0, 0.0, 0.0], [0.1, 0.2, 0.0], [-0.1, -0.3, -0.2], [-0.8, -0.1, 0.3], [0.1, 0.2, -0.1], [-0.1, -0.1, 0.0], [0.1, 0.1, 0.0], [0.4, -0.7, 0.6], [0.0, 0.5, 0.3], [-1.1, -0.2, 0.3], [-0.2, 0.0, 0.3], [0.3, -0.2, -0.2], [-0.3, -0.5, -0.5], [-0.2, -1.6, -0.1], [0.2, 0.3, -0.1], [0.5, 0.5, -0.3], [0.0, 0.0, 0.0], [0.2, -0.1, 0.0], [0.3, 0.0, 0.0], [0.2, 0.0, -0.3], [0.0, 0.0, 0.0], [-0.4, 0.1, 0.0], [0.1, 0.1, 0.1], [-0.1, 0.0, -0.1], [0.0, 0.0, 0.0], [-0.5, 0.3, -0.2], [0.7, 0.4, 0.4], [0.3, 0.9, 0.1], [0.0, 0.1, -0.1], [0.0, 0.5, 0.1], [0.7, -0.1, 0.4], [0.0, 0.0, 0.0], [0.2, 0.0, 0.0], [0.2, -0.1, 0.2], [-0.8, -0.1, 0.1], [-0.5, -0.3, 0.5], [-0.1, -0.5, -0.1], [0.0, 0.1, 0.1], [0.1, -0.7, -1.7], [0.4, 0.0, -0.9], [-0.5, 0.2, 0.9], [0.1, 0.4, 0.2], [-0.6, -0.1, 0.2], [0.1, 0.0, -0.1], [-0.9, 0.0, -0.3], [0.0, 0.2, 0.2], [0.3, 0.4, 0.3], [0.1, 0.0, 0.2], [0.3, 0.3, 0.3], [0.0, -0.2, -0.3], [0.2, -0.1, 0.0], [0.0, 0.0, 0.1], [-0.4, -0.2, 0.5], [0.1, -0.3, 0.1], [0.2, -0.1, 0.0], [0.3, 0.1, -0.3], [-0.2, 0.0, -0.4], [0.1, 0.1, 0.7], [0.0, 0.0, 0.0], [0.5, 0.2, 0.0], [-0.5, 0.3, 0.0]]}

---

(4)
{"formula": "C7H12ClIO3P", "method": "the ωB97M-V functional and the def2-TZVPD basis", "orbital_gap_ev": 6.32, "e_tot_ha": -1598.97590, "total_charge": -1, "symbols": ["H", "H", "O", "H", "C", "C", "C", "H", "P", "I", "C", "H", "H", "H", "H", "H", "H", "C", "O", "Cl", "C", "C", "H", "O", "H"], "coordinates": [[2.552179, 0.167788, -1.400221], [1.805846, -1.820030, -0.384855], [-0.861296, -0.246769, -2.984182], [-0.797890, 0.182301, 1.522337], [2.287979, 0.859718, -0.588867], [-0.786180, -0.428926, -1.801317], [1.815692, 0.133405, 0.695617], [1.600666, 1.627647, -0.947873], [-2.920952, -0.613761, 0.906427], [1.246155, 2.556315, 1.847124], [-1.120050, -0.256494, 0.571592], [-0.512127, -2.379874, 0.586762], [-2.025233, 1.164517, -0.986168], [1.495812, -1.896589, 1.341254], [3.209208, 1.392779, -0.336158], [2.699604, 0.035026, 1.334312], [-0.288399, 1.305933, -0.681557], [-1.131154, 0.606005, -0.716765], [-0.416283, -1.622599, -1.261743], [-3.792403, -1.316086, -0.869578], [-0.228541, -1.408073, 0.159175], [1.290606, -1.308785, 0.436794], [-2.739744, 1.549320, 1.087598], [-3.476226, 0.921651, 1.152541], [1.092728, 0.795577, 1.317751]], "forces_ev_per_a": [[-0.3, 0.0, 0.1], [-0.1, 0.0, 0.0], [0.1, -0.1, 0.1], [0.1, 0.4, -0.3], [0.5, -0.1, 0.4], [-0.6, 0.2, -0.4], [-0.1, -2.2, -1.0], [0.0, -0.2, -0.1], [-0.3, -1.1, 1.9], [-0.7, 5.2, 2.3], [-1.4, 0.4, -1.3], [-0.4, 0.3, 0.1], [-0.1, -0.2, 0.1], [-0.1, 0.1, -0.1], [-0.1, 0.1, -0.2], [-0.2, 0.0, 0.1], [-0.2, 0.1, -0.1], [1.8, -0.4, 0.2], [-0.3, 1.5, 0.0], [0.4, 0.6, -0.2], [0.7, -2.2, 0.2], [-0.1, 0.9, 0.6], [-0.2, 0.3, -0.1], [0.7, -0.5, -0.5], [1.1, -3.2, -1.8]]}